84
Properties=species:S:1:pos:R:3 method="wB97M-V/def2-TZVPD" e_lumo_ev="-2.99 / -2.94" fmax_ev_per_a=1.8 charge=+1 gap_ev="7.5 / 7.4" multiplicity=3 total_energy_ha=-2360.4101 de_lowest_ev=0.000
O -0.201 -1.552 0.524
O -2.361 -0.197 -3.734
C 0.750 -2.364 -0.255
C 1.256 -3.585 0.502
H 1.569 -1.665 -0.493
H 0.240 -2.641 -1.184
H 1.707 -3.300 1.468
H 2.024 -4.052 -0.131
H 0.462 -4.330 0.666
C -1.327 -2.273 1.134
C -2.245 -2.812 0.059
H -1.849 -1.550 1.783
H -0.900 -3.052 1.778
H -2.658 -2.009 -0.563
H -3.078 -3.332 0.523
H -1.729 -3.538 -0.576
C -3.459 0.715 -3.944
C -2.320 -1.262 -4.695
C -4.642 0.441 -3.032
H -3.806 0.686 -4.996
H -3.055 1.712 -3.730
H -5.079 -0.535 -3.258
H -5.400 1.210 -3.209
H -4.366 0.465 -1.970
C -3.581 -2.107 -4.825
H -1.489 -1.887 -4.365
H -2.068 -0.867 -5.698
H -3.918 -2.507 -3.864
H -3.360 -2.954 -5.482
H -4.397 -1.538 -5.273
H -0.572 0.866 -2.654
Pr 0.285 0.380 1.715
C -0.053 1.854 -2.723
Si 0.915 2.291 -4.315
H -0.866 2.604 -2.651
H 0.594 1.931 -1.838
C 1.807 0.762 -4.970
C 2.237 3.639 -4.057
C -0.133 2.996 -5.743
C 2.652 0.139 1.114
Si 3.874 1.175 2.072
H 2.687 0.315 0.018
H 2.858 -0.941 1.241
C 4.557 2.527 0.986
C 5.347 0.175 2.692
C 3.075 1.979 3.579
H 0.523 3.253 -6.594
H -0.664 3.914 -5.450
H -0.876 2.265 -6.098
H 2.612 0.475 -4.280
H 2.249 0.956 -5.959
H 1.099 -0.075 -5.058
H 2.817 3.480 -3.137
H 1.782 4.641 -4.009
H 2.944 3.639 -4.906
H 5.678 -0.577 1.960
H 5.142 -0.354 3.632
H 6.199 0.844 2.876
H 2.682 1.266 4.313
H 2.280 2.689 3.320
H 3.871 2.555 4.075
H 5.415 3.010 1.461
H 3.800 3.297 0.798
H 4.886 2.140 0.016
C 2.023 -1.941 5.474
C 1.022 -1.847 6.435
C -0.182 -1.238 6.108
C -0.375 -0.702 4.831
N 0.620 -0.776 3.892
C 1.782 -1.420 4.200
C -1.658 -0.076 4.438
C -2.791 -0.066 5.316
C -4.003 0.468 4.897
C -4.106 1.025 3.618
C -2.974 1.043 2.764
C -1.783 0.491 3.167
H 2.990 -2.398 5.679
H 1.157 -2.247 7.446
H -1.007 -1.152 6.822
H 2.515 -1.496 3.389
H -2.699 -0.495 6.318
H -4.864 0.453 5.573
H -5.050 1.443 3.280
H -3.037 1.499 1.765


90
Properties=species:S:1:pos:R:3 method="wB97M-V/def2-TZVPD" e_lumo_ev=0.18 fmax_ev_per_a=0.5 charge=0 gap_ev=6.1 multiplicity=1 total_energy_ha=-2518.3179 de_lowest_ev=0.000
Pt -0.200 1.654 -0.542
C 5.529 -1.296 0.380
C 5.443 0.191 0.650
C 5.632 0.537 2.116
O 4.212 0.794 0.175
P 2.722 0.304 0.179
O 1.891 1.477 -0.160
C 2.261 -0.311 1.824
P 0.462 -0.417 2.041
O -0.373 0.440 1.175
O 0.135 -0.035 3.528
C 0.653 -0.519 4.796
C 1.863 0.303 5.210
C 0.925 -2.009 4.794
O 0.185 -1.952 1.840
C -1.032 -2.406 1.137
C -0.705 -2.546 -0.330
C -1.447 -3.701 1.796
O 2.601 -1.035 -0.626
C 2.813 -1.251 -2.064
C 3.223 -2.702 -2.208
C 1.545 -0.937 -2.811
H 6.499 -1.657 0.724
H 5.444 -1.509 -0.684
H 4.754 -1.849 0.911
H 6.204 0.701 0.058
H 5.022 -0.105 2.756
H 5.366 1.577 2.298
H 6.675 0.394 2.398
H 2.683 0.365 2.565
H 2.643 -1.322 1.973
H -0.169 -0.310 5.480
H 2.784 -0.087 4.773
H 1.972 0.272 6.294
H 1.737 1.343 4.911
H 1.737 -2.268 4.112
H 0.043 -2.577 4.504
H 1.220 -2.309 5.800
H -1.799 -1.642 1.275
H 0.124 -3.246 -0.461
H -0.440 -1.579 -0.759
H -1.578 -2.915 -0.868
H -0.669 -4.456 1.676
H -2.360 -4.067 1.326
H -1.640 -3.561 2.859
H 3.623 -0.585 -2.376
H 2.383 -3.351 -1.956
H 4.061 -2.955 -1.560
H 3.509 -2.897 -3.241
H 0.762 -1.642 -2.531
H 1.732 -1.032 -3.882
H 1.219 0.084 -2.621
C 0.894 4.438 -3.553
C 0.880 3.104 -2.834
O 1.739 2.261 -3.040
O -0.125 3.002 -2.012
H 1.471 4.361 -4.471
H 1.369 5.172 -2.899
H -0.118 4.780 -3.760
C -6.351 -0.746 -1.621
C -4.875 -0.516 -1.828
C -4.159 -1.307 -2.714
C -2.811 -1.028 -2.937
C -2.020 -1.862 -3.912
C -2.198 0.005 -2.256
C -2.874 0.807 -1.301
C -4.249 0.515 -1.140
N -2.185 1.765 -0.608
C -2.857 2.855 0.124
C -1.818 3.892 0.567
C -3.838 3.609 -0.786
C -3.516 2.348 1.423
H -6.659 -1.712 -2.019
H -6.936 0.026 -2.126
H -6.614 -0.711 -0.562
H -4.648 -2.115 -3.248
H -2.672 -2.323 -4.655
H -1.488 -2.670 -3.398
H -1.276 -1.259 -4.433
H -1.164 0.243 -2.477
H -4.862 1.087 -0.463
H -1.312 4.334 -0.291
H -1.069 3.448 1.225
H -2.329 4.684 1.121
H -3.287 4.006 -1.640
H -4.287 4.444 -0.243
H -4.640 2.984 -1.168
H -2.733 2.014 2.107
H -4.196 1.514 1.273
H -4.070 3.158 1.905


92
Properties=species:S:1:pos:R:3 method="wB97M-V/def2-TZVPD" e_lumo_ev=-3.14 fmax_ev_per_a=0.6 charge=+1 gap_ev=7.8 multiplicity=1 total_energy_ha=-7338.2479
C -3.130 2.216 0.444
C -3.034 1.749 1.885
O -1.741 1.175 2.243
N -1.251 0.335 1.287
C -0.151 0.620 0.622
N 0.395 -0.218 -0.267
C 1.482 0.380 -0.734
C 2.374 -0.224 -1.766
Br 3.896 -0.974 -0.831
C 2.729 0.729 -2.949
C 4.143 0.617 -3.493
Br 1.421 0.388 -4.341
N 1.645 1.576 -0.170
N 0.598 1.738 0.714
Cl 0.420 3.134 1.611
H -2.237 2.771 0.144
H -3.991 2.883 0.357
H -3.282 1.393 -0.257
H -3.133 2.589 2.572
H -3.804 1.010 2.117
H -1.690 -0.566 1.138
H 1.802 -1.068 -2.148
H 2.543 1.767 -2.657
H 4.262 1.265 -4.361
H 4.846 0.976 -2.736
H 4.388 -0.413 -3.752
H 2.363 2.270 -0.312
C -4.791 0.079 6.201
C -5.803 -0.939 5.673
C -6.641 -0.085 4.729
O -5.755 0.915 4.206
C -4.545 0.924 4.960
H -3.881 -0.370 6.592
H -5.240 0.685 6.989
H -5.290 -1.727 5.116
H -6.399 -1.408 6.453
H -7.458 0.412 5.260
H -7.061 -0.649 3.897
H -3.744 0.491 4.349
H -4.282 1.957 5.196
C 0.632 -5.690 -0.274
C 0.982 -4.221 -0.038
C -0.352 -3.541 -0.312
O -1.364 -4.465 0.074
C -0.781 -5.757 0.293
H 1.313 -6.385 0.213
H 0.624 -5.910 -1.343
H 1.274 -4.070 1.003
H 1.785 -3.849 -0.674
H -0.475 -3.296 -1.374
H -0.467 -2.624 0.267
H -0.764 -5.955 1.370
H -1.402 -6.510 -0.191
C -0.102 5.713 -3.016
C 0.709 5.845 -1.727
C 1.379 4.480 -1.664
O 1.583 4.055 -3.002
C 0.840 4.903 -3.896
H -0.369 6.669 -3.461
H -1.022 5.155 -2.829
H 1.460 6.630 -1.825
H 0.104 6.061 -0.848
H 0.719 3.758 -1.163
H 2.346 4.504 -1.149
H 1.539 5.551 -4.428
H 0.325 4.274 -4.621
C -3.083 -5.958 4.663
C -2.794 -7.347 5.231
C -1.444 -7.660 4.601
O -0.773 -6.405 4.449
C -1.693 -5.335 4.666
H -3.801 -5.386 5.249
H -3.460 -6.038 3.641
H -2.703 -7.298 6.318
H -3.553 -8.087 4.986
H -1.563 -8.122 3.615
H -0.825 -8.314 5.216
H -1.467 -4.868 5.631
H -1.559 -4.591 3.879
C 5.915 5.041 -6.159
C 6.222 4.072 -7.300
C 6.506 2.784 -6.539
O 5.690 2.830 -5.361
C 5.153 4.143 -5.194
H 5.337 5.910 -6.469
H 6.841 5.393 -5.701
H 5.345 3.950 -7.939
H 7.058 4.381 -7.924
H 7.556 2.722 -6.239
H 6.253 1.887 -7.104
H 4.085 4.120 -5.432
H 5.267 4.440 -4.150


102
Properties=species:S:1:pos:R:3 method="wB97M-V/def2-TZVPD" e_lumo_ev=-0.07 fmax_ev_per_a=4.6 charge=0 gap_ev=10.7 multiplicity=1 smiles="CCOC(=O)OC.CCOC(=O)OC.CCOC(=O)OC.CCOC(=O)OC.O=C1OCCO1.ClCCCl.ClCCCl.ClCCCl.ClCCCl" total_energy_ha=-5870.0712 de_lowest_ev=1.977
Cl -3.169 -1.845 2.203
C -1.956 -2.216 3.418
C -2.275 -3.439 4.198
Cl -3.504 -2.977 5.421
H -1.852 -1.352 4.073
H -0.981 -2.238 2.931
H -1.472 -3.689 4.892
H -2.560 -4.329 3.637
Cl 3.172 4.829 -1.594
C 3.885 3.197 -1.769
C 4.474 2.755 -0.446
Cl 3.168 2.672 0.805
H 4.677 3.208 -2.518
H 3.064 2.508 -1.965
H 5.128 3.584 -0.175
H 4.927 1.779 -0.621
Cl 0.829 -2.086 0.864
C 0.898 -0.432 0.076
C -0.379 0.393 0.537
Cl -0.422 0.580 2.259
H 1.031 -0.583 -0.995
H 1.790 0.077 0.442
H -1.346 -0.031 0.268
H -0.489 1.405 0.148
Cl 4.043 0.378 4.848
C 3.999 -0.245 3.213
C 5.408 -0.406 2.744
Cl 6.141 -1.881 3.498
H 3.507 0.422 2.505
H 3.478 -1.203 3.213
H 6.128 0.380 2.971
H 5.448 -0.565 1.666
C -0.484 4.835 0.113
C -1.199 5.053 1.479
O -2.113 6.142 1.271
C -1.840 6.711 0.099
O -2.310 7.736 -0.358
O -0.994 5.963 -0.599
H -0.829 3.869 -0.255
H 0.599 4.888 0.227
H -0.404 5.506 2.071
H -1.580 4.095 1.834
C -1.785 0.077 -3.112
C -0.468 -0.482 -3.673
O 0.573 0.489 -3.536
C 0.883 1.337 -4.482
O 0.267 1.453 -5.560
O 2.030 1.908 -4.150
C 2.710 2.872 -4.965
H -1.847 0.082 -2.023
H -2.561 -0.654 -3.340
H -2.185 0.910 -3.690
H -0.637 -0.781 -4.707
H -0.325 -1.377 -3.066
H 3.056 2.446 -5.907
H 3.418 3.375 -4.306
H 1.982 3.630 -5.253
C -5.154 1.411 0.360
C -3.803 1.859 -0.282
O -3.772 3.279 -0.554
C -4.579 3.898 -1.460
O -5.399 3.392 -2.184
O -4.234 5.241 -1.450
C -4.638 6.160 -2.438
H -5.099 0.368 0.671
H -5.974 1.553 -0.345
H -5.445 2.045 1.197
H -3.649 1.261 -1.181
H -2.920 1.554 0.280
H -5.712 6.342 -2.404
H -4.482 5.817 -3.461
H -4.362 7.192 -2.225
C -5.853 -1.767 -2.963
C -5.493 -1.919 -1.445
O -4.067 -1.974 -1.126
C -3.438 -3.130 -1.298
O -3.930 -4.245 -1.478
O -2.186 -2.872 -1.472
C -1.291 -3.918 -1.626
H -5.550 -2.699 -3.439
H -5.433 -0.916 -3.500
H -6.930 -1.654 -3.084
H -6.156 -2.642 -0.969
H -5.796 -0.928 -1.107
H -1.687 -4.924 -1.489
H -0.572 -3.769 -0.820
H -0.826 -3.822 -2.607
C 3.735 -4.185 1.186
C 3.881 -4.795 2.559
O 5.182 -5.343 2.846
C 5.646 -5.534 4.065
O 5.080 -5.268 5.161
O 6.890 -6.169 3.893
C 7.655 -6.439 5.048
H 3.929 -4.947 0.432
H 4.436 -3.383 0.953
H 2.742 -3.783 0.986
H 3.070 -5.523 2.580
H 3.564 -4.051 3.290
H 7.701 -5.679 5.828
H 8.688 -6.421 4.701
H 7.485 -7.408 5.518